1.
A 2-piece molecular cluster, C5H11NO2 overall, computed with ωB97M-V with the def2-TZVPD basis set.

Bonds (Å) are listed after each position.
Element x y z (Å)
1 O 0.894 -0.238 -1.655  C4 1.221
2 O -2.226 1.229 -0.003  C7 1.293, H9 0.973
3 N 2.189 1.040 -0.273  C4 1.344, C6 1.448, H18 1.008
4 C 1.500 0.792 -1.399  O1 1.221, N3 1.344, H17 1.097
5 C -1.333 -2.096 1.261  C8 1.467, H11 1.091, H15 1.095, H19 1.094
6 C 2.285 0.123 0.843  N3 1.448, H10 1.084, H12 1.091, H16 1.088
7 C -1.689 0.053 0.015  O2 1.293, C8 1.394, H13 1.094
8 C -2.005 -0.807 1.067  C5 1.467, C7 1.394, H14 1.087
9 H -1.986 1.706 -0.816  O2 0.973
10 H 2.519 0.688 1.738  C6 1.084
11 H -0.515 -2.222 0.550  C5 1.091
12 H 1.336 -0.395 0.993  C6 1.091
13 H -1.084 -0.203 -0.859  C7 1.094
14 H -2.854 -0.516 1.680  C8 1.087
15 H -0.943 -2.151 2.283  C5 1.095
16 H 3.030 -0.651 0.673  C6 1.088
17 H 1.487 1.647 -2.086  C4 1.097
18 H 2.795 1.845 -0.318  N3 1.008
19 H -2.054 -2.910 1.143  C5 1.094

Values from the calculation:
Net charge: +1
Expectation value of S²: 0.75
Spin multiplicity: 2
Frontier orbital gap (spin up / spin down) in eV: 9.6 / 6.0

The molecule's natural (NBO) atomic charges, reported in e, are given here:
1. O -0.662
2. O -0.511
3. N -0.594
4. C 0.521
5. C -0.707
6. C -0.419
7. C 0.293
8. C 0.049
9. H 0.530
10. H 0.223
11. H 0.255
12. H 0.191
13. H 0.255
14. H 0.240
15. H 0.284
16. H 0.220
17. H 0.129
18. H 0.412
19. H 0.291

---

2.
A 2-piece molecular cluster, C5H11NO2 overall, computed with ωB97M-V with the def2-TZVPD basis set.

Bonds (Å) are listed after each position.
Element x y z (Å)
1 O 0.087 2.588 -1.252  C4 1.198
2 O 2.669 0.582 -1.554  H15 0.956, H17 0.958
3 N 1.084 -1.768 0.537  C6 1.315, H10 1.016, H12 1.015
4 C -0.900 2.247 -0.664  O1 1.198, C5 1.503, H11 1.108
5 C -1.053 1.025 0.196  C4 1.503, C7 1.541, H9 1.074, H13 1.090
6 C -0.146 -1.312 0.628  N3 1.315, C7 1.525, C8 1.408
7 C -0.532 -0.283 -0.430  C5 1.541, C6 1.525, H16 1.078, H19 1.091
8 C -0.980 -1.530 1.741  C6 1.408, H14 1.054, H18 1.082
9 H -0.505 1.212 1.101  C5 1.074
10 H 1.849 -1.271 0.090  N3 1.016
11 H -1.741 2.962 -0.572  C4 1.108
12 H 1.412 -2.532 1.118  N3 1.015
13 H -2.075 0.821 0.516  C5 1.090
14 H -1.996 -1.301 1.583  C8 1.054
15 H 1.929 0.045 -1.834  O2 0.956
16 H 0.394 -0.044 -0.928  C7 1.078
17 H 2.460 1.490 -1.776  O2 0.958
18 H -0.754 -2.126 2.615  C8 1.082
19 H -1.202 -0.806 -1.115  C7 1.091

Values from the calculation:
Net charge: +1
Expectation value of S²: 0.76
Spin multiplicity: 2
Frontier orbital gap (spin up / spin down) in eV: 9.8 / 6.3

The molecule's natural (NBO) atomic charges, reported in e, are given here:
1. O -0.492
2. O -0.938
3. N -0.592
4. C 0.446
5. C -0.515
6. C 0.316
7. C -0.448
8. C -0.152
9. H 0.249
10. H 0.452
11. H 0.135
12. H 0.426
13. H 0.231
14. H 0.214
15. H 0.449
16. H 0.224
17. H 0.501
18. H 0.231
19. H 0.265

---

Relative energies, hartree: 1 0.0000; 2 0.0148.